{
  "formula": "C21H68N2O13",
  "method": "the ωB97M-V functional and the def2-TZVPD basis",
  "symbols": ["C", "C", "O", "H", "H", "H", "H", "H", "H", "C", "C", "O", "H", "H", "H", "H", "H", "H", "C", "C", "O", "H", "H", "H", "H", "H", "H", "C", "C", "O", "H", "H", "H", "H", "H", "H", "C", "C", "O", "H", "H", "H", "H", "H", "H", "C", "C", "O", "H", "H", "H", "H", "H", "H", "C", "C", "O", "H", "H", "H", "H", "H", "H", "C", "C", "O", "H", "H", "H", "H", "H", "H", "C", "O", "N", "N", "H", "H", "H", "H", "C", "O", "H", "H", "H", "H", "C", "O", "H", "H", "H", "H", "C", "O", "H", "H", "H", "H", "C", "O", "H", "H", "H", "H"],
  "coordinates": [[1.54, 4.57, -0.05], [0.72, 3.33, -0.01], [-0.37, 3.43, -0.90], [1.01, 5.48, 0.22], [1.91, 4.74, -1.03], [2.34, 4.43, 0.70], [0.42, 3.25, 1.01], [1.31, 2.46, -0.18], [-1.12, 2.89, -0.63], [-2.33, -3.37, 3.14], [-2.13, -3.82, 1.70], [-0.80, -3.48, 1.32], [-3.35, -3.49, 3.44], [-2.03, -2.33, 3.30], [-1.73, -4.00, 3.75], [-2.77, -3.41, 0.93], [-2.24, -4.89, 1.67], [-0.59, -3.72, 0.44], [1.45, -4.98, -3.90], [2.16, -4.22, -2.76], [1.38, -3.26, -2.00], [1.08, -4.19, -4.55], [0.57, -5.55, -3.54], [2.12, -5.67, -4.36], [2.83, -3.61, -3.40], [2.74, -4.83, -2.07], [2.05, -2.79, -1.50], [3.45, 2.42, 2.12], [3.75, 1.53, 0.92], [2.98, 0.40, 1.06], [2.42, 2.63, 2.24], [3.95, 3.38, 2.03], [3.64, 1.88, 3.07], [4.81, 1.20, 0.83], [3.42, 1.98, -0.04], [3.18, -0.23, 0.40], [0.15, -0.10, -0.94], [0.06, -0.55, 0.51], [0.24, 0.45, 1.46], [1.12, 0.28, -1.18], [-0.69, 0.55, -1.22], [-0.08, -0.97, -1.59], [0.78, -1.29, 0.72], [-0.86, -1.05, 0.71], [1.17, 0.55, 1.61], [-0.18, 4.43, 3.60], [-0.43, 2.98, 3.85], [-1.85, 2.80, 3.61], [-0.60, 4.98, 4.42], [-0.56, 4.70, 2.59], [0.91, 4.58, 3.59], [-0.07, 2.67, 4.79], [0.11, 2.46, 3.16], [-2.03, 1.91, 3.35], [-3.15, 3.01, -4.43], [-2.19, 1.84, -4.34], [-1.27, 2.03, -3.37], [-2.54, 3.72, -4.98], [-3.37, 3.44, -3.44], [-4.04, 2.76, -4.99], [-1.59, 1.73, -5.24], [-2.65, 0.85, -4.15], [-1.69, 2.38, -2.58], [-0.58, -1.41, -4.40], [0.89, -1.32, -4.87], [1.78, -1.08, -3.81], [-0.68, -2.25, -3.76], [-1.21, -1.54, -5.28], [-0.98, -0.58, -3.91], [0.93, -0.42, -5.48], [1.21, -2.23, -5.38], [1.64, -1.80, -3.20], [-2.17, 0.08, 4.35], [-3.32, -0.21, 5.00], [-2.05, 0.23, 3.08], [-1.04, 0.04, 4.99], [-2.86, -0.16, 2.66], [-1.18, 0.25, 2.48], [-1.11, 0.24, 5.96], [-0.07, 0.08, 4.61], [-2.76, 1.78, 0.22], [-3.03, 2.21, -1.08], [-1.81, 2.18, 0.63], [-2.69, 0.66, 0.25], [-3.58, 2.00, 0.82], [-3.72, 2.87, -0.96], [1.85, -1.28, 3.73], [1.84, 0.09, 4.18], [2.62, -1.31, 2.96], [0.86, -1.66, 3.41], [2.27, -1.84, 4.51], [2.74, 0.21, 4.44], [4.29, -1.96, -0.96], [3.13, -1.79, -0.31], [4.38, -3.03, -1.20], [5.19, -1.82, -0.44], [4.29, -1.48, -1.94], [3.03, -2.45, 0.40], [-3.11, -1.61, -1.88], [-3.98, -1.92, -0.80], [-3.75, -1.34, -2.71], [-2.61, -2.52, -2.31], [-2.41, -0.84, -1.60], [-4.71, -2.34, -1.25]],
  "homo_lumo_gap_ev": 8.64,
  "e_above_lowest_kcal_mol": 0.0,
  "total_charge": 0,
  "e_homo_ev": -8.71
}


{
  "formula": "C5H12CuN2O2",
  "method": "the ωB97M-V functional and the def2-TZVPD basis",
  "symbols": ["Cu", "C", "H", "H", "H", "H", "H", "C", "C", "N", "O", "C", "C", "N", "O", "H", "H", "H", "H", "H", "H", "H"],
  "coordinates": [[0.00, 0.00, 0.00], [0.38, -3.16, -2.44], [0.40, -3.87, -1.56], [-0.58, -3.10, -3.00], [1.13, -3.56, -3.13], [0.65, -2.16, -2.06], [0.54, 1.12, -1.09], [-1.96, 2.39, 2.74], [-1.06, 1.49, 1.93], [-1.42, 1.03, 0.77], [-2.58, 1.28, 0.20], [0.33, 1.12, 2.39], [0.92, 1.59, 3.69], [1.02, 0.37, 1.58], [2.25, -0.02, 1.82], [-2.93, 2.57, 2.24], [-1.46, 3.37, 2.89], [-2.15, 1.92, 3.73], [-2.78, 0.92, -0.67], [1.18, 0.71, 4.32], [1.84, 2.18, 3.49], [0.22, 2.23, 4.26]],
  "homo_lumo_gap_ev": [7.52, 6.04],
  "e_above_lowest_kcal_mol": 6.2,
  "total_charge": 0,
  "s2": 0.761,
  "multiplicity": 2,
  "e_homo_ev": [-7.84, -7.74]
}


{
  "formula": "C4H6O2",
  "method": "the ωB97M-V functional and the def2-TZVPD basis",
  "symbols": ["O", "C", "C", "C", "C", "O", "H", "H", "H", "H", "H", "H"],
  "coordinates": [[0.69, 1.20, -0.99], [-0.11, 0.31, -0.28], [-0.31, 0.77, 1.14], [0.57, -0.42, 0.82], [-0.81, -0.73, -1.14], [-1.63, -0.59, -2.00], [1.37, 0.74, -1.44], [-1.23, 0.51, 1.64], [0.07, 1.76, 1.41], [0.08, -1.34, 1.12], [1.63, -0.52, 0.65], [-0.31, -1.70, -0.92]],
  "smiles": "O=CC1(O)CC1",
  "homo_lumo_gap_ev": 10.47,
  "e_above_lowest_kcal_mol": 61.4,
  "total_charge": 0,
  "e_homo_ev": -9.86
}


{
  "formula": "C3H8NO",
  "method": "the ωB97M-V functional and the def2-TZVPD basis",
  "symbols": ["C", "C", "C", "N", "O", "H", "H", "H", "H", "H", "H", "H", "H"],
  "coordinates": [[0.79, -0.84, -0.06], [-1.45, -0.65, -0.02], [0.01, 1.33, 0.03], [-0.15, -0.04, -0.04], [2.39, 0.00, -0.06], [0.93, -1.91, -0.27], [-1.51, -1.70, 0.33], [-1.81, -0.67, -0.97], [-2.14, -0.11, 0.49], [-1.09, 1.66, -0.16], [0.59, 1.74, -0.84], [0.51, 1.59, 0.98], [2.92, -0.40, 0.59]],
  "homo_lumo_gap_ev": 11.09,
  "e_above_lowest_kcal_mol": 76.9,
  "total_charge": 1,
  "e_homo_ev": -16.35
}


{
  "formula": "C16H15ClPmSe",
  "method": "the ωB97M-V functional and the def2-TZVPD basis",
  "symbols": ["C", "C", "C", "H", "C", "C", "H", "H", "H", "H", "Pm", "Cl", "C", "C", "C", "H", "C", "C", "H", "H", "H", "H", "Se", "C", "C", "C", "C", "C", "C", "H", "H", "H", "H", "H"],
  "coordinates": [[-2.89, -1.02, -1.45], [-1.97, -1.17, -2.56], [-1.54, 0.11, -2.99], [-1.62, -2.10, -3.00], [-2.17, 1.08, -2.18], [-3.04, 0.42, -1.22], [-3.32, 0.89, -0.27], [-3.09, -1.83, -0.73], [-0.88, 0.31, -3.82], [-1.97, 2.13, -2.26], [-1.21, -0.42, 0.47], [0.01, -2.79, 0.66], [3.17, 0.20, -1.15], [2.72, 1.43, -1.72], [2.07, 1.13, -2.96], [2.83, 2.42, -1.26], [2.18, -0.28, -3.19], [2.88, -0.85, -2.08], [3.13, -1.90, -1.94], [3.62, 0.07, -0.15], [1.47, 1.82, -3.56], [1.68, -0.84, -3.98], [-0.43, 2.58, 1.33], [-0.18, 0.94, 2.39], [-1.40, 0.50, 3.00], [-1.35, -0.38, 4.07], [-0.14, -0.94, 4.49], [1.07, -0.56, 3.86], [1.06, 0.32, 2.77], [-2.31, 1.07, 2.76], [-2.27, -0.57, 4.64], [-0.12, -1.60, 5.37], [2.02, -0.91, 4.31], [1.99, 0.73, 2.35]],
  "homo_lumo_gap_ev": [3.97, 4.07],
  "total_charge": -1,
  "s2": 6.013,
  "multiplicity": 5,
  "e_homo_ev": [-2.64, -2.64]
}


{
  "formula": "C4H9NO2",
  "method": "the ωB97M-V functional and the def2-TZVPD basis",
  "symbols": ["C", "C", "C", "O", "C", "N", "O", "H", "H", "H", "H", "H", "H", "H", "H", "H"],
  "coordinates": [[0.10, -0.79, -0.40], [1.18, 0.33, -0.34], [2.54, -0.27, -0.15], [0.77, 1.16, 0.78], [-1.32, -0.28, -0.15], [-1.73, -0.27, 1.16], [-2.06, -0.05, -1.07], [0.25, -1.52, 0.40], [0.07, -1.29, -1.36], [1.06, 0.93, -1.24], [2.53, -1.26, 0.29], [3.28, 0.32, 0.40], [3.00, -0.43, -1.14], [1.49, 1.77, 0.93], [-1.21, 0.34, 1.78], [-2.67, 0.12, 1.16]],
  "smiles": "C[C@H](O)CC(N)=O",
  "homo_lumo_gap_ev": 10.31,
  "e_above_lowest_kcal_mol": 19.8,
  "total_charge": 0,
  "e_homo_ev": -9.59
}


{
  "formula": "C53H28Cl5N7O2Sn",
  "method": "the ωB97M-V functional and the def2-TZVPD basis",
  "symbols": ["Sn", "Cl", "C", "C", "C", "C", "C", "C", "C", "C", "C", "C", "C", "C", "C", "C", "C", "C", "Cl", "C", "C", "C", "N", "C", "C", "C", "C", "C", "C", "Cl", "C", "C", "C", "C", "C", "C", "N", "C", "C", "C", "C", "C", "N", "C", "C", "C", "C", "Cl", "C", "C", "C", "C", "N", "H", "H", "H", "H", "H", "H", "H", "H", "H", "H", "H", "H", "H", "H", "H", "H", "H", "H", "H", "H", "H", "H", "H", "H", "Cl", "C", "C", "C", "C", "O", "C", "C", "O", "C", "H", "H", "H", "H", "N", "C", "N", "C", "N"],
  "coordinates": [[-0.14, 0.03, -0.30], [1.98, 3.19, 8.37], [1.61, 2.45, 6.85], [2.04, 1.17, 6.58], [1.74, 0.59, 5.36], [1.01, 1.28, 4.39], [0.57, 2.57, 4.69], [0.87, 3.16, 5.91], [0.68, 0.66, 3.08], [1.71, 0.27, 2.25], [3.11, 0.40, 2.57], [3.80, -0.23, 1.59], [2.84, -0.71, 0.63], [3.18, -1.37, -0.54], [4.60, -1.70, -0.81], [5.58, -0.73, -1.00], [6.90, -1.07, -1.25], [7.25, -2.41, -1.31], [8.90, -2.85, -1.61], [6.30, -3.40, -1.14], [4.98, -3.04, -0.90], [2.25, -1.69, -1.52], [0.88, -1.58, -1.43], [0.39, -1.95, -2.66], [-0.95, -2.05, -2.99], [-1.31, -2.44, -4.39], [-1.03, -3.71, -4.88], [-1.35, -4.06, -6.18], [-1.97, -3.13, -7.00], [-2.37, -3.56, -8.63], [-2.26, -1.86, -6.53], [-1.93, -1.52, -5.23], [-1.99, -1.79, -2.10], [-3.37, -1.97, -2.41], [-4.07, -1.61, -1.31], [-3.11, -1.23, -0.31], [-1.84, -1.37, -0.80], [-3.46, -0.75, 0.95], [-2.54, -0.24, 1.85], [-2.86, 0.18, 3.18], [-1.71, 0.60, 3.76], [-0.67, 0.43, 2.80], [-1.18, -0.11, 1.64], [-4.89, -0.78, 1.33], [-5.56, -2.01, 1.45], [-6.89, -2.06, 1.82], [-7.57, -0.89, 2.07], [-9.24, -0.95, 2.54], [-6.94, 0.34, 1.95], [-5.61, 0.38, 1.59], [1.47, -2.27, -3.55], [2.61, -2.14, -2.84], [1.57, -0.40, 1.05], [2.61, 0.62, 7.32], [2.06, -0.42, 5.15], [-0.01, 3.12, 3.96], [0.53, 4.16, 6.14], [3.50, 0.90, 3.43], [4.86, -0.37, 1.54], [5.30, 0.32, -0.97], [7.65, -0.31, -1.39], [6.59, -4.44, -1.20], [4.23, -3.81, -0.76], [-0.56, -4.44, -4.23], [-1.14, -5.05, -6.56], [-2.74, -1.14, -7.19], [-2.14, -0.52, -4.86], [-3.77, -2.32, -3.35], [-5.14, -1.59, -1.18], [-3.84, 0.12, 3.63], [-1.58, 0.95, 4.77], [-5.01, -2.92, 1.27], [-7.39, -3.01, 1.92], [-7.49, 1.25, 2.14], [-5.12, 1.35, 1.47], [1.37, -2.55, -4.58], [3.62, -2.29, -3.18], [3.08, 6.94, 0.22], [2.17, 5.46, 0.24], [1.06, 5.34, 1.08], [0.33, 4.18, 1.12], [0.68, 3.05, 0.33], [-0.05, 1.98, 0.45], [1.79, 3.21, -0.55], [2.21, 2.19, -1.45], [1.74, 1.06, -1.57], [2.52, 4.42, -0.57], [0.77, 6.18, 1.70], [-0.55, 4.09, 1.73], [3.04, 2.46, -2.12], [3.35, 4.51, -1.25], [-1.11, 0.99, -1.92], [-1.41, 2.13, -1.99], [-1.69, 3.33, -2.17], [-2.72, 4.05, -1.78], [-3.59, 4.74, -1.46]],
  "homo_lumo_gap_ev": 5.80,
  "total_charge": 0,
  "e_homo_ev": -7.61
}


Question: What is the formula in the sixth record?
Answer: C4H9NO2